# C32H88MgN7O9

A structure of composition C32H88MgN7O9 in a non-equilibrium geometry (ωB97M-V/def2-TZVPD, the Open Molecules 2025 dataset).

```
137
Properties=species:S:1:pos:R:3:forces:R:3:mulliken_charge:R:1
Mg 23.28895 -16.71854 -7.25795 -1.846 2.433 1.622 -0.0406
C 19.84170 -15.42936 -5.53566 0.323 -0.102 1.059 -0.8473
C 21.14616 -14.65390 -5.80921 -0.699 -1.454 -0.027 -0.1453
O 22.05802 -15.45892 -6.47334 0.581 0.071 -0.519 1.1283
H 19.06536 -14.78754 -5.11376 -0.275 0.184 -0.566 0.6738
H 20.00615 -16.12968 -4.71026 0.238 -0.353 -0.115 0.5055
H 19.47408 -16.02293 -6.37101 0.016 0.370 -0.200 -0.0464
H 21.54157 -14.38636 -4.82251 -0.038 0.435 0.222 0.1827
H 20.83539 -13.73751 -6.32074 0.505 0.225 -0.334 -0.8271
C 14.66244 -15.94409 -1.98001 0.241 -1.402 -0.300 -1.3144
C 15.73506 -14.91228 -2.14959 -1.086 1.241 0.660 -0.0587
O 16.45422 -15.04315 -3.36244 -0.002 0.187 0.798 -0.4561
H 15.08991 -16.94668 -1.89546 0.060 -0.113 -0.223 0.2806
H 14.02312 -15.92320 -2.86361 -0.162 -0.057 0.091 0.2860
H 14.04659 -15.85959 -1.08554 0.081 0.583 -0.025 0.4018
H 16.38634 -14.81785 -1.27763 0.288 -0.409 -0.060 0.2910
H 15.16582 -13.97609 -2.15216 0.259 0.395 -0.180 0.3291
H 17.22264 -14.47311 -3.19871 0.442 -0.126 -0.221 0.0665
C 17.17715 -18.31277 -4.12085 0.806 -0.640 0.465 -1.4254
C 16.78835 -17.70112 -5.45876 -0.470 -1.615 0.700 2.8097
C 16.51740 -18.72629 -6.59720 -0.485 0.848 0.715 -1.0920
O 17.54459 -19.66427 -6.65850 1.138 -0.702 -0.661 -0.2083
C 17.41738 -20.68377 -7.65216 -0.576 0.455 0.317 -0.9489
N 15.57970 -16.94408 -5.23975 -0.459 1.278 0.240 -0.6983
H 16.44502 -18.98650 -3.67068 -0.169 -0.220 -0.428 0.4204
H 17.28290 -17.52259 -3.37616 0.075 0.258 -0.172 0.1942
H 18.14048 -18.82782 -4.16608 -0.005 -0.204 -0.004 0.2885
H 17.64902 -17.07180 -5.68912 -0.349 0.388 -0.564 -1.5405
H 16.36614 -18.16299 -7.52312 0.274 -0.024 -0.250 0.3244
H 15.55559 -19.21441 -6.40971 -0.101 -0.135 0.226 0.4336
H 16.59128 -21.35120 -7.39856 0.016 -0.161 0.087 0.3441
H 18.34208 -21.25510 -7.71652 0.037 0.064 0.276 0.2484
H 17.19741 -20.29732 -8.65066 0.052 0.351 -0.021 0.3765
H 15.79475 -16.33286 -4.44731 0.143 0.519 -0.843 0.2626
H 14.85920 -17.48223 -4.76827 -0.017 -0.853 -0.578 0.4058
C 18.84866 -11.81525 -3.12043 0.397 0.422 1.117 -1.9049
C 19.61655 -12.80895 -2.23774 0.062 0.955 -0.892 1.7925
C 19.59364 -12.51477 -0.74297 0.508 -0.337 -0.611 -0.7867
O 20.21375 -11.29825 -0.42251 -0.669 -0.002 0.096 -0.2630
C 20.18155 -11.04138 0.95865 0.619 0.662 0.905 -0.8161
N 19.01416 -14.11778 -2.42441 0.317 -0.461 0.187 0.3821
H 17.85548 -11.72013 -2.67889 -0.199 0.128 -0.375 0.3728
H 18.80110 -12.10022 -4.17135 -0.063 -0.301 0.082 0.3247
H 19.35622 -10.85056 -3.06827 -0.146 0.115 -0.023 0.5158
H 20.64752 -12.79134 -2.60225 0.232 -0.110 0.303 -0.6886
H 20.18535 -13.30304 -0.26477 -0.197 -0.349 0.190 0.2106
H 18.54842 -12.60561 -0.43226 -0.087 0.318 0.383 0.3927
H 19.21539 -11.10440 1.46481 -0.440 0.103 -0.606 0.3319
H 20.59116 -10.04247 1.10758 -0.231 0.097 -0.123 0.2860
H 20.81738 -11.67450 1.58664 0.297 -0.533 -0.494 0.3006
H 19.32016 -14.68922 -1.64258 -0.142 -0.415 -0.025 0.1292
H 19.46760 -14.51785 -3.23602 -0.148 -0.289 -0.057 -0.5643
C 20.71756 -18.73323 -7.21573 -0.410 0.355 -0.601 -0.2873
C 22.00410 -18.96573 -7.99382 0.736 -0.637 -1.933 0.1580
C 22.09831 -18.16088 -9.33243 -0.922 -0.711 1.242 -1.2288
O 22.39184 -16.83838 -8.98331 -0.309 0.874 -0.745 0.3721
C 22.36166 -15.93116 -10.11840 0.311 -1.609 0.267 -1.1490
N 23.26059 -18.69705 -7.23545 -0.292 -2.217 0.207 -0.3654
H 20.17022 -17.89168 -7.64406 0.212 0.335 0.259 -0.1877
H 20.84684 -18.54554 -6.15093 0.054 -0.127 -0.017 0.0583
H 20.02044 -19.55132 -7.39089 0.207 -0.223 0.393 -0.0336
H 22.08352 -20.01005 -8.30283 -0.401 -0.094 -0.052 0.7306
H 21.09280 -18.20226 -9.75665 0.168 -0.141 -0.545 0.5517
H 22.87817 -18.54051 -9.99689 -0.140 -0.241 -0.159 0.5310
H 22.69909 -14.94264 -9.82033 -0.501 -0.015 0.149 0.2927
H 21.36203 -16.03914 -10.53672 -0.015 0.760 -0.081 0.2172
H 23.07153 -16.36065 -10.82929 0.032 0.292 -0.305 0.3913
H 24.04469 -19.12780 -7.72113 0.076 0.367 -0.789 0.3676
H 23.22334 -19.41281 -6.51472 -0.148 0.720 1.004 0.2893
C 24.40351 -12.43402 -2.46753 0.091 0.105 1.868 -1.6055
C 23.50997 -12.09733 -3.60956 0.499 -1.093 -0.449 1.9664
C 23.61109 -10.62420 -3.95628 0.208 0.776 0.938 -0.9926
O 22.46249 -10.06824 -4.49671 -0.832 0.662 -1.096 -0.3840
C 22.05780 -10.48500 -5.78132 -0.259 -1.156 0.354 -0.5397
N 23.96877 -12.98846 -4.70793 -0.149 0.904 -1.090 -0.3507
H 24.41631 -13.49372 -2.20559 -0.067 -0.143 -0.352 0.2048
H 24.07661 -11.94771 -1.54477 -0.008 0.186 0.004 0.4253
H 25.43723 -12.13123 -2.63686 -0.032 0.029 -0.252 0.3672
H 22.46210 -12.35073 -3.43559 -0.067 0.393 0.513 -0.5458
H 24.51965 -10.33417 -4.49546 0.059 -0.521 -0.531 0.3385
H 23.68709 -10.00718 -3.05719 0.238 -0.562 0.441 0.3873
H 21.25192 -11.21613 -5.67220 -0.352 0.186 0.020 0.0012
H 22.81077 -11.08857 -6.29336 0.407 0.605 -0.302 0.3700
H 21.70959 -9.65853 -6.39834 0.185 0.107 0.122 0.3776
H 23.43628 -13.84903 -4.73193 -0.119 -0.113 0.277 -0.4582
H 23.61010 -12.50534 -5.52389 0.334 -0.420 -0.524 0.2106
C 27.30668 -15.98461 -7.69824 -0.349 -0.798 0.822 -1.4252
C 25.93680 -16.53143 -7.31155 0.897 1.086 1.257 0.0058
C 25.58109 -16.17026 -5.83458 -0.015 0.233 -0.869 -0.6936
O 24.34106 -16.80014 -5.54097 -0.085 0.758 0.514 -0.3158
C 23.92142 -16.60768 -4.17887 0.196 -0.895 0.834 -0.9148
N 24.93397 -16.01643 -8.25838 0.263 -0.444 -0.033 -0.4788
H 27.99044 -16.62981 -7.14581 0.671 0.397 -0.377 0.4108
H 27.41483 -14.94411 -7.39316 0.061 -0.014 0.022 0.3641
H 27.42353 -16.05931 -8.77854 0.364 -0.123 0.074 0.4253
H 25.93038 -17.62189 -7.35943 -0.011 -0.049 -0.305 0.2264
H 25.46962 -15.08422 -5.76763 0.006 0.133 0.198 0.2675
H 26.31008 -16.49752 -5.09159 0.356 -0.061 -0.331 0.5672
H 24.48417 -17.37141 -3.63863 -0.125 0.093 0.423 0.5673
H 22.85900 -16.77237 -4.00414 -0.055 -0.254 -0.777 0.0372
H 24.10846 -15.64942 -3.69262 0.493 0.319 -0.752 0.2933
H 24.93051 -15.00551 -8.34321 0.247 0.198 0.378 0.2696
H 25.29327 -16.34936 -9.14532 -0.528 0.028 -0.358 0.2960
C 23.24398 -15.50372 0.17823 -0.220 -0.587 -0.727 -0.4117
C 22.66962 -16.84424 0.68482 -0.038 -0.806 -0.181 0.5464
C 22.10459 -17.72885 -0.45537 -0.029 0.111 -0.111 -0.8114
O 21.06183 -17.09621 -1.12373 -1.192 1.308 0.200 -0.0449
C 20.40919 -17.83608 -2.12162 0.244 0.471 -0.250 -0.4336
N 23.62386 -17.67702 1.41958 0.377 -0.176 -0.041 -0.7468
H 24.25510 -15.39132 0.56723 -0.205 0.486 0.323 0.4674
H 22.58136 -14.65192 0.32617 0.225 0.058 0.462 0.0636
H 23.36944 -15.53321 -0.90784 0.003 -0.186 -0.149 -0.3652
H 21.89265 -16.71969 1.44048 -0.364 0.471 -0.389 0.2174
H 21.70233 -18.67698 -0.08978 0.554 -0.194 0.300 0.4152
H 22.84691 -17.87555 -1.25020 0.722 -0.504 0.413 0.2105
H 19.57004 -17.22072 -2.44417 -0.157 -0.223 0.052 -0.2844
H 20.06902 -18.82570 -1.81022 -0.038 0.005 0.242 0.4258
H 21.05885 -17.95310 -2.99591 0.172 -0.206 -0.129 0.2660
H 24.09682 -17.12365 2.12219 -0.086 -0.005 0.144 0.2565
H 24.35991 -18.06858 0.84470 -0.032 0.062 -0.260 0.2153
C 19.79728 -11.46491 -8.05234 0.101 0.029 -0.992 -1.1886
C 18.82178 -12.31271 -8.91631 0.646 -1.583 1.533 0.3796
C 18.69492 -13.77131 -8.40463 -1.085 -0.095 -0.447 0.1658
O 17.61452 -14.38472 -9.16170 1.043 0.167 0.326 -0.4800
C 17.80939 -15.76430 -9.26678 -0.508 -0.623 0.173 -0.3758
N 17.51698 -11.69775 -9.05643 0.539 1.233 -0.088 -0.7314
H 19.42155 -11.22790 -7.05713 -0.086 -0.382 0.058 0.2801
H 19.96578 -10.49862 -8.53446 -0.277 0.108 -0.140 0.4231
H 20.81101 -11.86922 -8.01413 -0.088 -0.414 0.304 0.2024
H 19.27098 -12.56480 -9.87881 -0.177 0.962 -0.425 0.2852
H 18.48090 -13.94930 -7.34821 -0.120 0.530 0.200 0.0831
H 19.63932 -14.29056 -8.59284 0.150 -0.076 -0.165 -0.1670
H 16.91051 -16.27317 -9.61861 -0.192 0.470 -0.272 0.4028
H 17.97428 -16.24501 -8.29694 0.409 0.108 0.199 -0.0702
H 18.60812 -16.01886 -9.97017 0.300 0.010 0.044 0.2086
H 17.78941 -10.75238 -9.31880 -0.481 0.201 -0.750 0.3368
H 17.16229 -11.46009 -8.13377 -0.234 -0.688 0.345 0.2573
```
Forces are in eV/Å.

Properties
Net charge   +1
Energy above the lowest of the compared OMol25 structures with the same formula, charge and spin   1.869 eV
Calculated total energy   -68905.8439 eV